No. 1
Computed, not measured: an isolated molecule of C4H7NO, with ωB97M-V with the def2-TZVPD basis set.

Geometry as XYZ:
```
13
Properties=species:S:1:pos:R:3:forces:R:3
C -1.223 -0.983 -0.231 -0.18 0.08 0.10
O -0.961 0.230 -0.737 -0.06 -0.13 -0.02
C 0.342 0.729 -0.500 0.18 0.22 0.05
C 0.550 1.244 0.920 -0.01 0.00 0.07
C 1.307 -0.446 -0.739 -0.33 -0.50 0.06
N 0.820 -1.569 -0.622 0.21 0.51 -0.06
H -1.237 -1.084 0.858 0.08 0.01 -0.15
H 0.135 -2.300 -0.775 -0.01 -0.01 0.00
H -2.050 -1.462 -0.754 0.16 0.00 0.03
H 0.498 1.524 -1.233 -0.01 -0.11 0.10
H -0.178 2.029 1.143 0.09 -0.10 -0.05
H 0.437 0.435 1.649 0.03 0.11 -0.10
H 1.559 1.654 1.020 -0.15 -0.07 -0.03
```
Forces are in eV/Å.

orbital gap (alpha / beta): 8.4297 / 8.4286 eV
HOMO (alpha / beta): -7.559 / -7.559 eV


No. 2
Computed, not measured: a cluster of 2 separate species, C3H12N2OS in total, with ωB97M-V with the def2-TZVPD basis set.

Geometry as XYZ:
```
19
Properties=species:S:1:pos:R:3:forces:R:3
C 0.042 -0.743 -0.064 0.89 -0.82 0.46
C -1.449 -0.966 -0.305 -1.56 1.13 1.01
S -2.303 -1.880 1.118 0.80 0.56 -0.95
N 0.574 0.350 -0.853 -1.57 -1.49 0.70
C -0.003 1.621 -0.449 0.16 1.87 -0.36
N -0.477 2.030 0.920 0.80 -1.21 -1.71
H 0.402 -1.745 -0.302 1.03 0.33 -0.28
H 0.351 -0.550 0.975 -0.90 -0.43 0.18
H -2.054 -0.056 -0.384 0.33 -0.07 0.06
H -1.664 -1.534 -1.202 0.10 -0.49 -0.20
H -3.382 -1.070 1.183 -0.03 -0.10 0.02
H 1.559 0.234 -1.030 0.09 0.57 0.26
H -0.886 1.782 -1.084 0.24 0.19 0.06
H 0.740 2.363 -0.715 0.06 0.11 -0.41
H -1.474 2.155 0.875 -0.03 -0.24 0.85
H -0.048 1.573 1.706 -0.36 0.14 0.28
H 5.354 0.867 -0.574 0.23 -0.02 0.06
H 5.740 1.145 -2.032 0.27 -0.02 -0.11
O 5.009 1.165 -1.417 -0.56 0.01 0.08
```
Forces are in eV/Å.

orbital gap (alpha / beta): 8.2123 / 3.2347 eV
HOMO (alpha / beta): -12.452 / -12.441 eV
spin multiplicity: 2
charge: +1


No. 3
Computed, not measured: an isolated molecule of C20H35N3O5S, with ωB97M-V with the def2-TZVPD basis set.

Geometry as XYZ:
```
64
Properties=species:S:1:pos:R:3:forces:R:3
C -5.616 4.019 2.596 -0.16 0.10 -0.06
C -4.328 4.458 1.899 0.20 -0.45 0.34
C -4.588 5.731 1.101 -0.12 0.09 -0.07
C -3.245 4.685 2.967 0.17 0.25 -0.07
C -1.863 4.960 2.366 -0.06 -0.11 -0.03
C -1.439 3.850 1.389 -0.28 0.78 0.25
C -2.511 3.627 0.313 0.10 -1.01 0.34
C -2.083 2.509 -0.638 0.05 0.53 -0.45
O -1.838 2.745 -1.814 0.00 -0.13 0.09
N -1.983 1.266 -0.122 -0.22 -0.17 0.31
C -1.533 0.131 -0.892 0.02 -0.14 -0.02
C -0.022 0.035 -0.961 -0.05 -0.10 -0.39
C 0.430 -1.072 -1.906 0.01 -0.09 -0.05
C 1.938 -1.292 -1.819 0.01 0.12 -0.18
C 2.386 -1.434 -0.371 0.06 0.25 0.22
C 1.852 -0.253 0.429 0.15 -0.17 -0.14
O 0.444 -0.204 0.355 -0.14 0.08 0.33
C 2.093 -2.817 0.262 -0.34 -0.22 -0.05
C 3.582 -3.187 0.128 0.18 -0.48 -0.03
N 3.984 -4.154 -0.894 0.20 -0.02 -0.08
C 3.291 -4.697 -1.914 -0.48 0.28 0.22
O 2.117 -4.492 -2.173 0.19 -0.03 -0.12
C 4.101 -5.612 -2.820 0.00 -0.68 0.07
S 4.819 -7.045 -2.002 -0.17 -0.09 -0.10
N 3.483 -7.848 -1.407 0.69 0.50 -0.24
O 5.404 -7.880 -3.019 -0.16 0.40 0.39
O 5.589 -6.572 -0.873 -0.14 -0.18 -0.37
C 3.897 -1.713 -0.205 0.15 0.07 -0.08
C -3.849 3.299 0.995 -0.11 0.90 -0.18
H -5.464 3.109 3.180 0.06 -0.02 -0.01
H -5.979 4.792 3.278 0.04 0.01 -0.01
H -6.410 3.820 1.872 0.03 0.01 -0.02
H -3.689 6.143 0.646 0.02 -0.04 -0.01
H -5.307 5.545 0.299 0.00 -0.02 0.00
H -5.008 6.507 1.745 0.00 -0.03 0.04
H -3.536 5.509 3.626 -0.03 0.02 -0.04
H -3.178 3.799 3.609 -0.06 -0.08 -0.06
H -1.858 5.927 1.857 -0.03 -0.02 -0.04
H -1.127 5.042 3.169 0.01 -0.02 -0.01
H -0.492 4.141 0.933 0.09 -0.25 -0.04
H -1.299 2.942 1.982 0.13 -0.15 -0.17
H -2.608 4.494 -0.335 0.01 0.14 0.05
H -2.133 1.135 0.863 0.05 0.02 0.00
H -1.931 -0.777 -0.434 0.05 0.00 0.05
H -1.939 0.189 -1.900 0.02 0.16 -0.04
H 0.360 1.003 -1.313 0.09 0.01 0.01
H -0.094 -2.001 -1.658 0.01 0.01 0.09
H 0.148 -0.821 -2.931 -0.02 0.05 0.02
H 2.224 -2.162 -2.412 -0.04 -0.04 0.10
H 2.457 -0.434 -2.264 -0.01 0.07 0.10
H 2.116 -0.348 1.483 -0.06 -0.06 0.05
H 2.289 0.690 0.067 -0.01 0.01 -0.11
H 1.790 -2.754 1.308 0.12 0.12 0.04
H 1.373 -3.455 -0.245 0.11 0.04 -0.08
H 4.055 -3.571 1.033 -0.12 0.22 0.14
H 4.905 -4.549 -0.757 -0.03 0.06 0.00
H 3.419 -6.020 -3.563 0.05 0.06 -0.05
H 4.923 -5.091 -3.310 0.08 -0.03 0.06
H 3.443 -8.765 -1.831 -0.11 -0.12 0.04
H 3.534 -7.876 -0.398 -0.11 -0.09 0.08
H 4.525 -1.556 -1.084 -0.06 0.00 -0.02
H 4.349 -1.188 0.638 -0.05 0.01 0.03
H -3.747 2.417 1.631 -0.03 -0.15 -0.08
H -4.621 3.118 0.243 0.04 -0.21 -0.01
```
Forces are in eV/Å.

SMILES string: CC1(C)CCC[C@@H](C(=O)NC[C@@H]2CC[C@]3(CO2)C[C@H](NC(=O)CS(N)(=O)=O)C3)C1
orbital gap: 9.7150 eV
HOMO: -9.200 eV


No. 4
Computed, not measured: a structure of composition C25H61Br3ClN6O18P2, with ωB97M-V with the def2-TZVPD basis set.

Geometry as XYZ:
```
116
Properties=species:S:1:pos:R:3:forces:R:3
Cl -1.004 0.656 -1.236 0.87 -0.38 0.55
O -0.865 0.418 -2.661 -0.34 0.28 -0.03
O -2.370 0.499 -0.811 -0.04 -0.05 -0.28
O -0.131 -0.258 -0.538 -0.31 0.23 0.00
O -0.577 2.014 -0.924 0.05 0.27 -0.28
C 2.612 2.018 -2.450 -0.59 -0.24 0.08
Br 3.701 2.308 -0.905 0.12 0.09 0.09
Br 3.490 0.960 -3.779 0.30 0.03 -0.21
Br 1.912 3.645 -3.195 0.17 0.08 0.01
H 1.755 1.436 -2.127 -0.07 0.09 0.05
O 0.361 -3.860 -0.784 -0.42 -0.10 -0.22
P 1.805 -3.857 -1.003 0.46 0.29 -0.26
N 2.413 -5.357 -1.441 -0.17 0.17 0.65
C 1.675 -6.038 -2.486 -0.11 0.57 0.02
C 3.576 -6.011 -0.921 0.33 -0.36 -0.51
N 2.722 -3.344 0.277 0.72 -0.80 -0.06
C 2.914 -4.153 1.470 -0.33 0.79 0.13
C 3.066 -1.945 0.440 -0.07 0.20 0.40
N 2.306 -2.885 -2.252 -0.55 0.23 -0.41
C 3.634 -3.010 -2.824 -0.28 0.50 0.75
C 1.424 -1.846 -2.803 0.05 -0.42 0.30
H 2.247 -6.006 -3.423 0.05 -0.50 0.05
H 0.755 -5.487 -2.689 -0.06 -0.09 0.16
H 1.402 -7.045 -2.166 0.09 -0.16 -0.27
H 4.296 -5.280 -0.554 0.03 -0.06 0.07
H 4.043 -6.578 -1.739 0.15 0.14 0.08
H 3.381 -6.752 -0.129 -0.13 0.14 0.02
H 2.769 -5.209 1.278 -0.04 -0.05 0.01
H 3.925 -3.969 1.848 0.08 -0.26 0.04
H 2.212 -3.822 2.246 0.04 -0.29 -0.17
H 4.115 -1.732 0.205 -0.01 -0.03 -0.26
H 2.387 -1.311 -0.128 0.15 0.08 -0.09
H 2.907 -1.672 1.489 0.21 -0.16 -0.50
H 3.953 -2.005 -3.106 0.14 -0.12 -0.30
H 4.337 -3.327 -2.049 0.04 -0.24 -0.16
H 3.657 -3.693 -3.677 0.15 0.01 -0.07
H 0.405 -2.214 -2.779 -0.13 0.15 0.20
H 1.667 -1.637 -3.846 0.19 -0.05 0.01
H 1.478 -0.930 -2.211 -0.07 0.03 -0.19
O -2.160 -0.861 2.769 0.44 -0.66 0.24
P -2.820 0.166 3.568 -0.56 0.58 0.44
N -3.278 1.541 2.762 0.17 0.87 0.28
C -2.185 2.387 2.271 0.24 -0.30 0.24
C -4.356 1.426 1.816 -1.11 -1.00 -0.40
N -1.912 0.758 4.846 0.21 0.34 -0.34
C -0.901 -0.079 5.467 -0.44 0.15 0.32
C -2.158 2.034 5.492 0.50 -0.21 0.19
N -4.258 -0.365 4.215 0.03 -0.69 -0.17
C -4.568 -1.789 4.195 -0.26 0.15 -0.21
C -5.055 0.452 5.101 0.08 0.38 -0.50
H -2.561 3.311 1.832 -0.22 -0.10 -0.06
H -1.588 1.848 1.530 -0.02 0.25 -0.08
H -1.567 2.665 3.124 0.20 0.03 -0.17
H -5.131 0.760 2.218 0.14 0.17 0.11
H -4.067 0.949 0.871 0.24 0.37 0.02
H -4.853 2.380 1.630 0.30 0.18 -0.03
H -0.713 -0.924 4.806 0.33 0.05 0.03
H -0.008 0.515 5.694 0.15 -0.16 -0.39
H -1.237 -0.461 6.446 -0.11 -0.05 -0.15
H -1.224 2.615 5.533 -0.09 -0.01 -0.06
H -2.891 2.606 4.934 -0.13 0.01 0.07
H -2.480 1.903 6.534 -0.17 0.00 -0.09
H -4.752 -2.148 5.212 -0.08 -0.09 -0.02
H -5.449 -1.963 3.564 -0.12 -0.11 0.25
H -3.766 -2.375 3.754 0.18 0.21 0.03
H -5.044 1.480 4.726 0.07 0.02 0.17
H -4.688 0.456 6.134 -0.14 -0.11 0.06
H -6.102 0.143 5.059 0.05 -0.18 0.17
C -0.748 5.347 -8.421 -0.55 0.22 -0.91
O -0.902 5.330 -7.024 0.25 0.03 0.58
C -1.163 4.135 -6.466 -0.13 0.32 0.35
O -1.484 3.154 -7.065 -0.13 -0.59 -0.49
O -1.026 4.261 -5.158 -0.15 0.86 0.51
C -1.570 3.246 -4.305 0.33 -1.33 -0.27
H 0.256 5.056 -8.721 0.04 -0.06 0.06
H -0.961 6.364 -8.750 0.28 0.06 0.17
H -1.487 4.723 -8.928 0.15 -0.24 0.20
H -1.759 2.373 -4.927 -0.19 -0.08 0.19
H -2.474 3.535 -3.774 -0.03 0.50 -0.30
H -0.826 2.955 -3.570 0.08 0.21 -0.02
C 1.228 1.409 2.248 0.20 0.06 -0.62
O 2.101 0.596 3.049 0.07 0.22 0.32
C 1.814 -0.691 3.231 0.29 0.55 0.58
O 1.122 -1.401 2.573 -0.66 -0.02 -0.03
O 2.516 -1.074 4.329 -0.01 0.02 -0.10
C 2.318 -2.425 4.736 0.19 -0.11 -0.46
H 0.191 1.272 2.533 0.01 -0.25 -0.05
H 1.378 1.231 1.182 -0.26 -0.39 0.08
H 1.523 2.443 2.412 0.06 -0.04 0.36
H 1.990 -3.023 3.885 -0.19 0.09 0.30
H 1.583 -2.457 5.537 0.00 -0.09 0.06
H 3.285 -2.808 5.057 -0.04 0.09 0.23
C -3.785 -1.298 -3.337 -0.94 -0.13 0.84
O -2.754 -2.007 -3.993 0.22 -0.08 -0.55
C -2.115 -2.942 -3.272 -0.01 0.29 -0.23
O -2.237 -3.139 -2.111 -0.25 -0.17 0.39
O -1.287 -3.666 -4.045 0.24 -0.26 -0.08
C -1.325 -3.505 -5.457 -0.40 0.16 -0.21
H -3.445 -0.408 -2.810 0.33 -0.04 -0.21
H -4.259 -1.944 -2.589 0.16 0.07 -0.07
H -4.545 -1.055 -4.077 0.21 0.12 -0.19
H -2.323 -3.729 -5.843 0.07 0.03 0.05
H -0.626 -4.222 -5.879 0.14 0.01 0.14
H -1.068 -2.489 -5.758 0.11 -0.04 0.06
C 4.103 5.755 3.491 0.24 0.01 -0.30
O 2.784 5.366 3.121 -0.07 -0.02 0.32
C 2.531 5.435 1.813 0.38 0.09 -0.28
O 3.311 5.813 0.973 -0.16 -0.05 0.21
O 1.294 5.015 1.626 -0.47 -0.07 0.19
C 0.833 4.953 0.280 0.10 0.08 -1.15
H 4.828 5.187 2.910 0.05 0.04 0.08
H 4.215 5.541 4.548 -0.12 -0.04 0.05
H 4.258 6.817 3.298 -0.01 0.00 0.02
H -0.226 5.190 0.223 -0.05 -0.07 0.47
H 0.986 3.962 -0.148 -0.01 -0.07 0.25
H 1.368 5.667 -0.346 0.08 0.00 0.14
```
Forces are in eV/Å.

orbital gap: 7.8626 eV
HOMO: -5.613 eV
charge: -1


The evaluated energy above the lowest of the compared OMol25 structures with the same formula, charge and spin for the records listed, in turn: 503.0 152.9 40.1 0.0 kJ/mol.